76
Properties=species:S:1:pos:R:3:lowdin_spin:R:1 method="wB97M-V/def2-TZVPD" total_charge=-1 lumo_energy_ev="2.439 / 2.439" homo_ha="-0.119 / -0.099" homo_lumo_gap_ev="5.682 / 5.143" energy_ha=-3667.89083 multiplicity=2 de_lowest_kj_mol=0.0
V 0.847 0.146 0.024 0.9097
C 1.999 2.273 1.994 0.0020
N 2.411 1.556 0.783 0.0047
C 3.523 0.660 1.124 -0.0001
C 3.861 -0.320 0.018 0.0003
N 2.633 -0.860 -0.548 0.0022
C 2.748 -1.736 -1.566 0.0023
C 1.608 -2.083 -2.339 0.0046
F 0.418 -1.520 -2.022 0.0117
C 1.610 -2.939 -3.413 0.0001
F 0.467 -3.180 -4.074 -0.0003
C 2.781 -3.548 -3.827 0.0050
F 2.798 -4.394 -4.876 0.0014
C 3.927 -3.258 -3.118 -0.0002
F 5.085 -3.838 -3.476 -0.0005
C 3.913 -2.397 -2.035 0.0033
F 5.109 -2.239 -1.415 0.0008
C 2.717 2.515 -0.294 0.0024
C 2.340 1.998 -1.673 0.0030
N 0.959 1.523 -1.621 0.0044
C 0.345 1.293 -2.807 0.0025
C -1.068 1.211 -2.876 0.0041
F -1.796 1.429 -1.755 0.0015
C -1.784 0.949 -4.022 0.0000
F -3.125 0.904 -3.973 -0.0003
C -1.138 0.763 -5.230 0.0042
F -1.828 0.522 -6.359 0.0012
C 0.239 0.843 -5.233 -0.0003
F 0.905 0.648 -6.381 -0.0004
C 0.949 1.091 -4.072 0.0036
F 2.295 1.058 -4.198 0.0009
H 2.809 2.920 2.364 -0.0001
H 1.725 1.552 2.759 0.0001
H 1.123 2.882 1.776 0.0003
H 3.201 0.104 2.005 0.0000
H 4.422 1.242 1.386 -0.0003
H 4.505 -1.083 0.464 -0.0004
H 4.471 0.178 -0.751 0.0003
H 3.779 2.802 -0.265 0.0003
H 2.131 3.416 -0.100 0.0003
H 3.042 1.220 -1.981 0.0001
H 2.459 2.830 -2.381 0.0002
N -1.227 -0.705 0.160 0.0057
C -1.585 -1.108 1.532 0.0012
C -2.082 -2.557 1.536 0.0001
C -2.657 -3.072 2.851 0.0000
C -4.049 -2.554 3.224 0.0000
N -4.232 -1.110 3.346 0.0000
C -3.481 -0.306 4.161 0.0000
N -3.336 0.940 3.867 0.0000
N -2.975 -0.886 5.311 0.0000
C -0.411 -0.859 2.500 0.0011
O -0.600 -1.082 3.702 -0.0006
O 0.669 -0.419 1.992 0.0091
H -1.611 0.219 -0.007 0.0015
H -1.610 -1.332 -0.536 0.0031
H -2.373 -0.450 1.892 0.0000
H -1.254 -3.204 1.231 -0.0001
H -2.849 -2.648 0.754 0.0001
H -1.941 -2.856 3.643 0.0000
H -2.752 -4.161 2.788 0.0000
H -4.367 -3.029 4.158 0.0000
H -4.771 -2.877 2.472 0.0000
H -4.527 -0.628 2.512 0.0000
H -3.300 1.879 2.528 0.0000
H -2.814 1.421 4.591 0.0000
H -2.935 -1.893 5.266 0.0000
H -2.037 -0.546 5.483 0.0000
N -1.026 4.071 -0.437 -0.0001
N -2.198 3.742 0.275 0.0000
C -2.211 2.687 1.126 0.0003
O -3.341 2.608 1.816 0.0001
O -1.267 1.912 1.222 0.0038
H -1.128 3.683 -1.370 0.0000
H -0.287 3.496 -0.032 0.0001
H -2.848 4.491 0.430 0.0000

112
Properties=species:S:1:pos:R:3:lowdin_spin:R:1 method="wB97M-V/def2-TZVPD" lumo_energy_ev="-1.386 / -1.117" homo_ha="-0.259 / -0.261" homo_lumo_gap_ev="5.648 / 5.977" energy_ha=-4399.48755 multiplicity=4
Cr 0.075 0.078 1.020 3.0913
C -0.109 -3.305 2.655 0.0013
O -0.755 -2.019 2.400 0.0092
C -1.328 -1.399 3.503 -0.0025
C -1.515 -2.065 4.717 0.0009
C -2.026 -1.413 5.856 -0.0052
C -2.389 -0.070 5.803 0.0004
C -2.265 0.574 4.580 -0.0046
C -1.700 -0.038 3.446 0.0024
N -1.499 0.735 2.319 -0.0229
N -1.919 1.979 2.480 0.0045
C -1.846 2.911 1.542 0.0113
C -1.311 2.685 0.184 0.0145
O -0.693 1.572 -0.126 0.0111
C -1.548 3.722 -0.777 -0.0022
C -1.975 4.955 -0.390 0.0101
C -2.393 5.260 0.950 0.0019
C -2.782 6.578 1.287 0.0014
C -3.184 6.887 2.574 0.0015
C -3.093 5.868 3.572 0.0016
C -2.719 4.561 3.235 0.0012
C -2.322 4.252 1.929 0.0020
H 0.800 -3.129 3.271 0.0000
H 0.167 -3.683 1.670 0.0000
H -0.828 -4.007 3.132 0.0002
H -1.350 -3.143 4.756 0.0002
H -2.035 -1.953 6.784 -0.0003
H -2.774 0.475 6.656 0.0001
H -2.593 1.607 4.445 -0.0005
H -1.332 3.510 -1.809 -0.0002
H -2.115 5.714 -1.132 0.0004
H -2.765 7.287 0.471 0.0000
H -3.502 7.863 2.843 0.0000
H -3.356 6.111 4.597 0.0001
H -2.741 3.756 3.979 0.0001
C 2.665 0.025 -3.727 0.0015
Sb 0.899 0.187 -2.372 0.0326
C 1.863 -0.013 -0.167 -0.1067
C 2.675 -1.201 -0.134 -0.0044
C 2.091 -2.513 -0.188 -0.0078
C 2.918 -3.613 -0.098 0.0012
C 4.310 -3.448 -0.038 -0.0116
C 4.785 -2.141 -0.049 0.0016
N 4.002 -1.080 -0.103 -0.0135
Si 3.012 1.550 -0.022 -0.0049
C 4.136 1.620 1.526 0.0011
C 4.090 1.951 -1.512 -0.0042
C 2.046 3.211 0.102 0.0010
C -0.805 -1.458 -2.802 -0.0007
C -1.308 -1.939 -1.502 0.0033
C -1.615 -3.322 -1.339 -0.0009
C -2.689 -3.661 -0.546 0.0020
C -3.390 -2.618 0.124 -0.0012
C -2.737 -1.408 0.196 0.0012
N -1.596 -1.111 -0.452 -0.0071
Si -0.057 -2.776 -4.041 0.0001
C 0.257 -1.993 -5.731 0.0000
C -1.296 -4.213 -4.337 -0.0001
C 1.635 -3.506 -3.469 0.0000
Si -2.078 -0.419 -3.803 0.0009
C -3.269 -1.428 -4.879 0.0001
C -3.247 0.623 -2.721 0.0000
C -1.190 0.869 -4.857 0.0028
H 3.472 -0.605 -3.298 0.0003
H 3.051 1.015 -3.942 0.0005
H 2.326 -0.505 -4.629 0.0002
H 1.022 -2.603 -0.288 0.0006
H 2.503 -4.592 -0.071 0.0004
H 4.994 -4.286 -0.013 -0.0008
H 5.841 -1.892 -0.011 0.0003
H 3.885 0.869 2.288 0.0001
H 4.106 2.614 2.032 0.0001
H 5.169 1.409 1.143 0.0001
H 4.702 1.086 -1.795 0.0000
H 4.752 2.765 -1.121 -0.0005
H 3.574 2.304 -2.410 0.0000
H 1.453 3.203 1.033 0.0003
H 1.469 3.497 -0.798 0.0000
H 2.869 3.986 0.233 0.0001
H -1.002 -4.064 -1.792 -0.0001
H -3.014 -4.687 -0.474 0.0001
H -4.366 -2.772 0.620 -0.0001
H -3.157 -0.617 0.815 -0.0002
H -0.710 -1.784 -6.220 0.0000
H 0.740 -2.815 -6.334 0.0000
H 0.900 -1.108 -5.769 0.0000
H -2.288 -4.040 -3.910 0.0000
H -0.871 -5.160 -3.934 0.0000
H -1.424 -4.380 -5.429 0.0000
H 2.427 -2.744 -3.607 0.0000
H 1.850 -4.376 -4.129 0.0000
H 1.686 -3.849 -2.412 -0.0001
H -3.812 -2.181 -4.262 0.0000
H -2.801 -1.953 -5.743 0.0000
H -3.987 -0.685 -5.266 0.0000
H -3.976 0.013 -2.158 0.0000
H -3.887 1.215 -3.421 0.0000
H -2.768 1.337 -2.018 0.0000
H -0.239 0.561 -5.274 0.0005
H -1.038 1.782 -4.232 0.0009
H -1.888 1.155 -5.685 0.0003
O 2.677 -1.950 3.192 0.0009
C 2.356 -0.810 3.524 -0.0016
C 3.047 -0.169 4.739 -0.0016
C 2.323 1.128 4.861 -0.0013
C 1.493 1.209 3.560 0.0025
O 0.978 2.254 3.193 0.0056
N 1.416 -0.005 2.914 -0.0236
H 4.133 0.000 4.572 -0.0002
H 3.026 -0.844 5.611 0.0001
H 3.003 2.004 4.949 0.0000
H 1.599 1.181 5.685 0.0001

25
Properties=species:S:1:pos:R:3:lowdin_spin:R:1 method="wB97M-V/def2-TZVPD" total_charge=+3 lumo_energy_ev="-14.728 / -13.249" homo_ha="-0.854 / -0.853" homo_lumo_gap_ev="8.516 / 9.962" energy_ha=-1654.90633 multiplicity=4 de_lowest_kj_mol=34.2
Cr -0.067 0.169 0.032 2.8638
O 1.308 0.554 -1.677 0.0237
H 1.049 0.714 -2.601 0.0003
H 2.270 0.391 -1.705 0.0016
O -2.060 0.506 0.785 -0.0044
H -2.316 0.555 1.728 0.0004
H -2.894 0.346 0.307 -0.0002
O -0.503 2.113 -0.575 0.0032
H -1.251 2.621 -0.210 -0.0002
H -0.160 2.634 -1.327 0.0008
O -1.280 -0.305 -1.600 0.0087
H -1.085 -0.446 -2.545 0.0011
H -2.249 -0.258 -1.554 0.0001
O 0.743 -2.005 -0.884 0.0295
H 0.640 -2.154 -1.837 0.0004
H 1.309 -2.740 -0.593 0.0014
O 2.067 -0.260 0.808 0.0368
H 2.515 -1.101 0.623 0.0009
H 2.748 0.297 1.233 0.0019
O -0.440 -1.453 1.358 0.0125
H -1.301 -1.905 1.287 0.0009
H 0.056 -1.947 2.036 0.0014
O 0.189 1.112 1.942 0.0144
H -0.222 1.797 2.505 -0.0002
H 0.935 0.765 2.462 0.0013

7
Properties=species:S:1:pos:R:3:lowdin_charge:R:1 method="wB97M-V/def2-TZVPD" total_charge=-1 lumo_energy_ev="3.835 / 3.873" homo_ha="-0.113 / -0.180" homo_lumo_gap_ev="6.902 / 8.768" energy_ha=-679.83785 multiplicity=1 de_lowest_kj_mol=283.4
N -0.516 -0.211 -1.710 -0.0777
O 0.224 -1.134 1.331 -0.3821
O 1.371 1.028 0.811 -0.3905
O -1.070 0.960 1.469 -0.4036
S 0.146 0.259 0.999 0.5160
H 0.393 0.205 -1.630 -0.1323
H -0.547 -1.106 -1.270 -0.1297

15
Properties=species:S:1:pos:R:3:lowdin_charge:R:1 method="wB97M-V/def2-TZVPD" total_charge=+1 lumo_energy_ev=-4.872 homo_ha=-0.521 homo_lumo_gap_ev=9.292 energy_ha=-572.84807 multiplicity=1 de_lowest_kj_mol=396.7
C 1.193 -0.345 1.332 -0.3605
N 2.070 -1.013 0.391 -0.0122
H 1.199 -0.667 2.349 0.0724
H 1.384 0.804 1.301 0.1041
H 2.568 -1.800 0.750 0.0789
H 2.812 -0.426 0.019 0.0932
C -1.424 -1.054 -1.276 -0.0286
S -0.739 -0.231 0.722 0.9157
C -1.128 1.824 -0.086 -0.0167
H -0.789 -1.656 -1.825 -0.0016
H -1.423 -0.081 -1.817 0.0201
H -2.418 -1.607 -1.187 0.0809
H -1.547 2.501 0.535 0.0001
H -0.060 2.026 -0.236 0.0380
H -1.698 1.724 -0.972 0.0163

38
Properties=species:S:1:pos:R:3:lowdin_charge:R:1 method="wB97M-V/def2-TZVPD" lumo_energy_ev=-0.387 homo_ha=-0.335 homo_lumo_gap_ev=8.736 energy_ha=-879.54603 multiplicity=1 de_lowest_kj_mol=562.6 smiles="CC[C@H](CO)NC1=C([N+](=O)[O-])C(=O)CC(C)(C)C1"
O -2.505 0.134 3.494 0.0838
O -2.352 2.444 0.786 0.1434
O -0.638 2.817 2.012 0.0793
O -0.947 0.621 -2.180 -0.0741
C -1.855 -0.179 2.519 -0.2854
C -1.200 0.739 1.587 -0.1236
C -0.167 0.307 0.825 -0.1738
N 0.629 1.269 0.216 0.0842
N -1.510 2.074 1.555 -0.3506
C 3.507 2.173 -2.272 -0.0860
C -1.869 -2.096 -0.310 -0.0299
C -0.272 -3.602 0.909 -0.0486
C 0.178 1.541 -2.223 -0.2035
C -1.862 -1.779 2.185 -0.0070
C 0.269 -1.136 0.729 -0.0574
C 2.479 2.218 -1.126 -0.1707
C 1.202 1.239 -1.172 -0.2700
C -0.885 -2.144 0.962 -0.4363
H -1.446 0.784 -1.308 0.0985
H 0.559 2.251 0.644 0.1533
H 4.413 1.621 -1.997 0.0764
H 3.019 1.703 -3.115 0.0597
H 3.747 3.192 -2.554 0.0676
H -2.156 -1.170 -0.553 0.0132
H -1.466 -2.638 -1.139 0.0745
H -2.791 -2.670 -0.018 0.0993
H 0.135 -3.865 1.896 0.0782
H -1.073 -4.355 0.854 0.0862
H 0.449 -3.760 0.167 0.0572
H 0.595 1.437 -3.166 0.0974
H -0.179 2.564 -2.178 0.1275
H -2.882 -2.103 2.215 0.1022
H -1.422 -2.288 3.102 0.1301
H 0.838 -1.285 -0.253 0.1435
H 1.002 -1.349 1.469 0.1221
H 2.097 3.258 -0.971 0.1232
H 2.935 1.864 -0.245 0.0808
H 1.425 0.171 -1.348 0.1353

22
Properties=species:S:1:pos:R:3:lowdin_charge:R:1 method="wB97M-V/def2-TZVPD" total_charge=+1 lumo_energy_ev=-3.076 homo_ha=-0.523 homo_lumo_gap_ev=11.160 energy_ha=-366.71169 multiplicity=1 de_lowest_kj_mol=145.8 smiles="C[NH2+]C(C)(C)C(C)=O"
C 1.228 0.646 -0.302 -0.3596
C 2.496 -0.113 -0.092 0.0256
C -0.412 -0.253 -1.856 0.0019
C -0.077 -1.343 0.403 -0.0211
C -1.496 0.696 1.638 -0.0237
C -0.174 -0.050 -0.410 -0.4625
N -1.200 0.841 0.227 0.0448
O 1.168 1.842 -0.477 0.1110
H 3.138 0.280 -0.893 0.1198
H 2.345 -1.159 -0.032 0.0626
H 2.961 0.063 0.903 0.1263
H -1.356 -0.885 -1.973 0.1395
H 0.409 -0.733 -2.289 0.0938
H -0.610 0.598 -2.480 0.1052
H -1.131 -1.513 0.922 0.1270
H -0.130 -2.114 -0.241 0.0449
H 0.652 -1.564 1.246 0.1312
H -1.981 1.625 2.092 0.1402
H -2.372 -0.026 1.742 0.1348
H -0.712 0.535 2.253 0.0697
H -2.011 0.842 -0.427 0.2017
H -0.735 1.785 0.045 0.1867

13
Properties=species:S:1:pos:R:3:lowdin_charge:R:1 method="wB97M-V/def2-TZVPD" lumo_energy_ev="0.160 / 0.162" homo_ha="-0.276 / -0.276" homo_lumo_gap_ev="7.661 / 7.665" energy_ha=-696.82787 multiplicity=1 de_lowest_kj_mol=520.4
C 0.671 -1.029 -1.290 -0.2836
C -0.050 -2.066 -0.749 0.0113
N 0.512 0.215 -0.986 0.0073
N -0.646 0.195 1.032 -0.3419
N 0.040 0.734 0.095 -0.3744
N 0.214 2.088 0.224 0.0419
S -1.078 1.040 2.438 0.7563
H 1.307 -1.020 -2.162 0.0930
H -0.903 -1.927 -0.108 0.0159
H 0.091 -3.048 -1.261 0.0491
H 1.220 2.327 0.412 0.1276
H -0.104 2.582 -0.602 0.1001
H -1.273 -0.091 2.957 -0.2024

28
Properties=species:S:1:pos:R:3:lowdin_spin:R:1 method="wB97M-V/def2-TZVPD" total_charge=+1 lumo_energy_ev="-2.939 / -3.185" homo_ha="-0.214 / -0.550" homo_lumo_gap_ev="2.879 / 11.782" energy_ha=-718.52154 multiplicity=2 de_lowest_kj_mol=0.0
Sr -5.452 16.368 0.624 0.2520
O -3.989 16.762 -1.555 0.0239
H -3.227 17.327 -1.685 0.0117
H -3.996 16.189 -2.321 0.0087
O -7.942 16.595 0.140 0.0207
H -8.595 15.997 -0.223 0.0069
H -8.396 17.435 0.204 0.0102
O -3.855 14.121 0.790 0.0361
H -4.067 13.712 1.630 0.0223
H -3.977 13.422 0.147 0.0129
O -4.937 15.771 2.997 0.0988
H -4.418 15.153 3.512 0.0367
H -4.836 16.606 3.453 0.0704
O -3.191 17.413 1.292 0.0532
H -2.995 17.816 2.138 0.0391
H -2.412 17.578 0.761 0.0170
O -6.024 14.518 -1.335 0.0217
H -6.400 14.481 -2.214 0.0071
H -5.541 13.696 -1.246 0.0115
O -6.456 18.224 2.510 0.0702
H -6.174 18.214 3.425 0.0487
H -7.226 18.791 2.502 0.0211
O -5.821 18.706 -0.147 0.0234
H -5.556 18.785 -1.063 0.0093
H -6.023 19.602 0.123 0.0110
O -6.852 14.291 1.586 0.0303
H -7.601 13.694 1.569 0.0076
H -6.586 14.315 2.505 0.0174